No. 1
{
  "formula": "C19H54F3O12S10",
  "method": "wB97M-V/def2-TZVPD",
  "multiplicity": 1,
  "homo_ev": -4.4350,
  "lumo_energy_ev": 1.5,
  "charge": -1,
  "energy_ha": -5940.2483,
  "species": ["C", "F", "F", "F", "S", "O", "O", "O", "C", "S", "O", "C", "H", "H", "H", "H", "H", "H", "C", "S", "O", "C", "H", "H", "H", "H", "H", "H", "C", "S", "O", "C", "H", "H", "H", "H", "H", "H", "C", "S", "O", "C", "H", "H", "H", "H", "H", "H", "C", "S", "O", "C", "H", "H", "H", "H", "H", "H", "C", "S", "O", "C", "H", "H", "H", "H", "H", "H", "C", "S", "O", "C", "H", "H", "H", "H", "H", "H", "C", "S", "O", "C", "H", "H", "H", "H", "H", "H", "C", "S", "O", "C", "H", "H", "H", "H", "H", "H"],
  "coordinates": [[4.131, 24.730, -7.145], [4.900, 25.752, -6.547], [3.300, 25.274, -7.958], [4.977, 23.974, -7.897], [3.205, 23.766, -5.851], [2.129, 23.238, -6.583], [4.184, 22.862, -5.292], [2.737, 24.804, -4.983], [7.760, 23.005, -6.285], [7.365, 24.311, -5.148], [6.857, 23.659, -3.802], [9.083, 24.608, -4.688], [8.205, 22.125, -5.850], [8.515, 23.413, -6.998], [6.845, 22.689, -6.762], [9.270, 25.223, -3.821], [9.495, 25.102, -5.502], [9.596, 23.630, -4.429], [4.738, 23.410, -13.245], [3.701, 22.589, -12.090], [4.718, 21.733, -11.312], [3.412, 24.077, -11.098], [5.209, 22.658, -13.825], [5.445, 24.069, -12.843], [3.989, 24.029, -13.758], [2.440, 23.868, -10.729], [3.558, 24.965, -11.614], [4.208, 24.064, -10.314], [9.632, 21.496, -11.546], [8.118, 21.152, -10.648], [8.595, 21.062, -9.167], [7.561, 22.831, -10.745], [9.646, 21.266, -12.613], [10.368, 20.854, -11.071], [10.021, 22.579, -11.499], [6.812, 23.055, -10.043], [7.278, 22.870, -11.723], [8.287, 23.555, -10.349], [3.190, 19.589, -9.225], [4.235, 20.479, -8.198], [3.863, 20.328, -6.727], [5.658, 19.464, -8.422], [2.242, 19.562, -8.746], [3.416, 18.574, -9.325], [3.033, 20.133, -10.157], [5.727, 18.513, -7.885], [6.489, 20.189, -8.246], [5.834, 19.295, -9.393], [0.335, 24.591, -8.926], [-0.423, 26.082, -8.348], [-1.842, 25.732, -8.012], [0.434, 26.110, -6.672], [1.333, 24.839, -9.331], [-0.309, 24.194, -9.659], [0.482, 23.822, -8.132], [1.485, 26.220, -6.804], [0.270, 25.089, -6.325], [0.305, 26.927, -5.927], [4.207, 23.758, -1.778], [3.611, 25.460, -1.790], [3.835, 26.113, -0.446], [4.942, 26.120, -2.679], [5.256, 23.650, -1.334], [4.303, 23.390, -2.774], [3.383, 23.207, -1.278], [5.144, 27.083, -2.209], [4.458, 26.259, -3.625], [5.746, 25.433, -2.688], [1.239, 22.474, -3.689], [1.534, 21.080, -4.723], [2.101, 20.076, -3.716], [-0.093, 20.663, -4.955], [0.533, 22.350, -2.940], [0.695, 23.217, -4.215], [2.145, 23.061, -3.397], [-0.116, 19.872, -5.797], [-0.537, 21.525, -5.257], [-0.504, 20.366, -3.959], [0.119, 26.183, -2.422], [-0.529, 25.072, -1.215], [0.747, 24.329, -0.860], [-0.621, 26.201, 0.123], [-0.729, 26.927, -2.535], [0.515, 25.646, -3.386], [0.867, 26.747, -2.034], [0.301, 26.686, 0.350], [-1.156, 25.956, 1.018], [-1.211, 26.937, -0.275], [6.948, 19.648, -4.916], [5.823, 20.748, -4.085], [4.559, 19.924, -3.753], [6.872, 20.624, -2.622], [7.898, 20.103, -5.091], [6.371, 19.408, -5.897], [7.114, 18.650, -4.578], [7.398, 21.460, -2.695], [7.562, 19.712, -2.565], [6.390, 20.712, -1.634]],
  "mulliken_charge": [-0.33, -0.27, -0.17, -0.02, -0.17, -0.22, 1.02, -0.50, -0.54, 0.61, -0.60, -1.24, 0.20, 0.53, -0.17, 0.38, 0.48, 0.25, -1.21, 0.38, -0.52, -0.70, 0.41, 0.31, 0.47, 0.16, 0.65, 0.05, -0.95, 0.58, -0.65, -0.70, 0.35, 0.35, 0.24, -0.13, 0.38, 0.52, -1.38, 1.18, -0.65, -1.64, 0.45, 0.47, 0.15, 0.40, 0.25, 0.74, -0.18, 0.31, -0.66, -0.27, -0.13, 0.56, -0.06, 0.08, -0.07, 0.44, -0.57, 0.90, -0.81, -0.67, 0.41, -0.27, 0.39, 0.44, 0.11, -0.01, -0.95, 1.31, -0.79, -1.28, 0.90, 0.13, -0.30, 0.26, 0.44, 0.30, -0.75, 0.43, -0.54, -1.16, 0.47, 0.03, 0.35, 0.33, 0.37, 0.48, -1.19, 1.08, -0.66, -1.21, 0.53, -0.24, 0.53, 0.38, 0.25, 0.35]
}

---

No. 2
{
  "formula": "C19H56N4O10",
  "method": "wB97M-V/def2-TZVPD",
  "multiplicity": 1,
  "homo_ev": -8.6335,
  "lumo_energy_ev": -0.1,
  "energy_ha": -1728.3754,
  "species": ["O", "H", "H", "H", "C", "O", "O", "O", "H", "C", "C", "C", "O", "C", "N", "H", "H", "H", "H", "H", "H", "H", "H", "H", "H", "H", "C", "C", "C", "O", "C", "N", "H", "H", "H", "H", "H", "H", "H", "H", "H", "H", "H", "C", "C", "C", "O", "C", "N", "H", "H", "H", "H", "H", "H", "H", "H", "H", "H", "H", "C", "C", "C", "O", "C", "N", "H", "H", "H", "H", "H", "H", "H", "H", "H", "H", "H", "C", "O", "H", "H", "H", "H", "C", "O", "H", "H", "H", "H"],
  "coordinates": [[-2.244, 0.377, -1.494], [-2.603, -0.557, -1.154], [-1.427, 0.449, -1.054], [-2.643, 1.295, -1.209], [-0.322, -0.617, 0.745], [-0.026, -0.647, -0.455], [0.305, -1.423, 1.604], [-1.305, 0.081, 1.222], [0.794, -1.860, 1.127], [4.740, -2.218, -1.165], [3.485, -1.350, -1.579], [2.707, -1.977, -2.780], [3.530, -2.056, -3.918], [2.906, -2.523, -5.166], [2.769, -1.429, -0.356], [5.360, -1.644, -0.362], [5.391, -2.173, -1.938], [4.548, -3.163, -0.952], [3.677, -0.467, -1.810], [1.662, -1.211, -2.915], [2.183, -2.933, -2.538], [1.962, -2.070, -5.445], [2.889, -3.683, -4.921], [3.493, -2.315, -5.977], [1.858, -0.858, -0.652], [3.094, -0.687, 0.095], [1.351, -4.724, 1.793], [1.107, -5.216, 0.327], [0.084, -4.439, -0.492], [-0.224, -5.094, -1.755], [-0.644, -4.273, -2.871], [2.310, -5.113, -0.375], [0.370, -4.533, 2.292], [1.869, -3.862, 1.779], [1.776, -5.440, 2.418], [0.687, -6.262, 0.352], [0.245, -3.369, -0.589], [-0.969, -4.465, -0.113], [-1.422, -3.662, -2.687], [-0.544, -4.794, -3.970], [-0.023, -3.412, -3.014], [2.711, -4.190, -0.312], [2.057, -5.131, -1.348], [-2.205, 3.748, -1.203], [-3.356, 3.401, -0.336], [-4.657, 3.253, -1.261], [-4.343, 2.210, -2.223], [-5.521, 2.005, -3.061], [-3.304, 2.100, 0.266], [-2.218, 4.599, -1.844], [-1.819, 2.954, -1.947], [-1.255, 3.793, -0.743], [-3.466, 4.149, 0.452], [-4.768, 4.160, -1.786], [-5.699, 3.151, -0.796], [-5.187, 1.325, -3.939], [-5.971, 3.060, -3.232], [-6.373, 1.409, -2.514], [-4.288, 1.979, 0.939], [-2.552, 2.170, 1.233], [-0.430, 4.046, 4.373], [-0.634, 3.192, 2.953], [0.389, 3.475, 1.885], [0.281, 4.932, 1.606], [1.051, 5.292, 0.451], [-0.345, 1.764, 3.422], [0.453, 4.040, 4.790], [-1.068, 3.804, 5.139], [-0.658, 5.167, 3.901], [-1.655, 3.209, 2.500], [0.127, 2.882, 0.961], [1.366, 3.287, 2.135], [0.687, 6.410, 0.237], [0.648, 4.686, -0.395], [2.089, 5.085, 0.749], [0.584, 1.661, 3.401], [-0.787, 1.129, 2.649], [3.261, 1.096, 1.756], [4.342, 0.378, 1.267], [2.583, 1.596, 1.024], [3.738, 1.735, 2.479], [2.578, 0.302, 2.205], [4.905, 0.915, 1.445], [-2.303, -1.139, 4.122], [-3.069, -0.545, 2.990], [-2.607, -2.050, 4.474], [-2.374, -0.521, 4.949], [-1.308, -1.246, 3.788], [-2.381, -0.410, 2.354]],
  "mulliken_charge": [-0.33, 0.47, 0.37, 0.23, 1.25, -1.46, -0.42, -0.52, 0.07, -1.65, -0.39, 0.42, -0.41, -0.72, 0.02, 0.17, 0.60, 0.48, 1.08, 0.04, -0.28, 0.26, 0.25, 0.31, -0.22, 0.24, -1.36, 0.33, -0.15, -0.41, -0.74, -0.79, 0.32, 0.27, 0.38, 0.29, -0.01, 0.47, 0.55, 0.23, 0.11, 0.19, 0.38, -0.79, 0.12, -0.93, -0.18, -0.73, -0.67, 0.56, 0.31, -0.18, 0.52, 0.55, 0.42, 0.24, 0.27, 0.28, 0.35, 0.00, -1.65, 0.24, 0.03, -0.40, -0.61, -0.58, 0.46, 0.50, 0.22, -0.06, 0.08, 0.70, 0.21, 0.21, 0.28, 0.35, 0.06, -0.62, -0.41, 0.13, 0.47, 0.11, 0.24, -0.62, -0.65, 0.34, 0.29, 0.09, 0.54]
}